Entry 1:
{"formula": "C5H15N2O", "method": "ωB97M-V/def2-TZVPD", "e_above_lowest_ev": 6.126, "multiplicity": 1, "e_tot_ha": -383.8259, "orbital_gap_ev": 5.67, "charge": 1, "species": ["C", "C", "C", "C", "N", "C", "N", "H", "H", "H", "H", "H", "H", "H", "H", "H", "H", "H", "H", "H", "H", "H", "O"], "positions_angstrom": [[-1.737, 1.383, 0.530], [-0.535, 1.303, 1.577], [0.630, 0.476, 1.205], [1.465, 0.960, 0.163], [2.115, 0.240, -0.721], [0.863, -0.853, 1.797], [-1.929, 0.114, -0.112], [0.247, -4.373, -3.103], [-1.584, 2.236, -0.147], [-0.356, 2.287, 2.030], [-0.973, 0.790, 2.438], [1.351, 1.991, -0.187], [2.810, 0.833, -1.183], [1.148, -0.212, -1.618], [1.949, -0.887, 1.831], [0.278, -0.969, 2.701], [0.317, -1.591, 1.171], [-0.136, -4.977, -2.903], [-2.864, -0.064, -0.447], [-2.640, 1.681, 1.064], [0.564, -0.068, -3.047], [-1.243, 0.060, -0.862], [0.261, -0.360, -2.176]], "atomic_forces_ev_per_a": [[-0.204, 0.619, -0.603], [-0.845, -0.995, 1.721], [-2.104, -0.425, 0.060], [1.330, 0.720, -3.167], [1.128, 0.630, 3.752], [-0.446, 1.675, -0.450], [0.887, 0.190, 0.185], [-0.013, -0.012, 0.008], [0.431, -0.273, -0.076], [0.590, 0.172, -0.810], [-0.095, -0.159, -0.081], [0.325, 0.438, 1.237], [-0.623, 0.141, -0.745], [-2.627, -1.536, -1.791], [-0.042, -1.289, 0.253], [0.479, 0.147, 0.620], [0.644, 0.088, -0.596], [0.013, 0.016, -0.005], [-0.016, 0.134, -0.011], [0.264, -0.221, 0.495], [-0.511, -0.178, -0.228], [-0.500, -0.519, -0.351], [1.936, 0.641, 0.585]], "mulliken_charge": [-0.5291, -0.9889, 1.0515, -0.3884, -0.4507, -1.1401, -0.4329, -0.0832, 0.3079, 0.4691, 0.3090, 0.3913, 0.3153, 0.4258, 0.3882, 0.4272, 0.3503, 0.0841, 0.2704, 0.4709, 0.3138, 0.1394, -0.7010]}

***

Entry 2:
{"formula": "C5H15N2O", "method": "ωB97M-V/def2-TZVPD", "e_above_lowest_ev": 5.602, "multiplicity": 1, "e_tot_ha": -383.8452, "orbital_gap_ev": 5.74, "charge": 1, "species": ["C", "C", "C", "C", "C", "N", "N", "H", "H", "H", "H", "H", "H", "H", "H", "H", "H", "H", "H", "H", "H", "H", "O"], "positions_angstrom": [[-2.092, -1.311, 1.423], [-1.364, -0.222, 0.693], [-0.423, -0.874, -0.373], [0.659, -0.069, -1.047], [2.001, -0.121, -0.386], [2.977, 0.834, -0.966], [-0.619, 0.570, 1.702], [-2.688, -0.955, 2.282], [-2.735, -1.914, 0.792], [-1.368, -1.945, 1.931], [-1.941, 0.507, 0.134], [0.053, -1.724, 0.185], [-1.005, -1.397, -1.141], [0.824, -0.394, -2.086], [2.303, -1.103, -0.796], [2.072, 0.112, 0.676], [3.412, 0.431, -1.784], [2.560, 1.754, -0.960], [-0.220, 1.432, 1.346], [0.005, 0.128, 2.362], [-0.360, 1.381, -1.291], [-1.122, 2.773, -1.688], [-0.931, 2.108, -1.010]], "atomic_forces_ev_per_a": [[-0.687, -0.277, 0.945], [1.069, 1.474, 2.226], [0.685, 0.128, -1.286], [1.276, -6.173, 1.702], [0.400, 3.286, -1.141], [-0.755, -1.167, 0.640], [-0.412, -0.118, -1.529], [0.062, 0.340, -0.740], [0.008, -0.118, -0.160], [0.232, -0.337, -0.256], [-0.479, -0.265, 0.203], [0.331, 1.071, -0.081], [-0.270, 0.630, 0.009], [-0.754, 1.709, -0.460], [-0.095, -0.295, 0.895], [-0.565, -1.205, 0.328], [0.006, 1.004, -0.266], [0.593, 0.129, -0.803], [-0.203, -0.081, 0.102], [-0.254, -0.373, -0.042], [-0.396, 0.801, -1.016], [0.530, -0.542, -0.255], [-0.322, 0.379, 0.985]], "mulliken_charge": [-1.5391, 0.2951, -0.6128, -0.1212, -0.6244, -0.5032, -0.4814, 0.3741, 0.3734, 0.4082, 0.4684, 0.3512, 0.4187, 0.3665, 0.4545, 0.3308, 0.2619, 0.2390, 0.2800, 0.2493, 0.2815, 0.2930, -0.5634]}

***

Entry 3:
{"formula": "C5H15N2S", "method": "ωB97M-V/def2-TZVPD", "e_above_lowest_ev": 0.873, "multiplicity": 1, "e_tot_ha": -706.9445, "orbital_gap_ev": 9.68, "charge": 1, "species": ["C", "C", "C", "S", "H", "H", "H", "H", "H", "H", "H", "H", "C", "C", "N", "N", "H", "H", "H", "H", "H", "H", "H"], "positions_angstrom": [[-2.732, -1.762, 0.493], [-1.609, -0.909, 1.086], [-2.160, 0.385, 1.661], [-0.834, 1.491, 2.288], [-2.337, -2.692, 0.085], [-3.197, -1.226, -0.336], [-3.486, -2.011, 1.237], [-1.075, -1.464, 1.860], [-0.903, -0.681, 0.281], [-2.830, 0.184, 2.495], [-2.742, 0.914, 0.908], [-1.351, 2.633, 1.817], [1.881, 0.236, -0.943], [2.809, 0.401, -1.890], [3.184, -0.552, -2.791], [1.487, 1.372, -0.098], [1.392, -0.701, -0.735], [3.292, 1.362, -2.044], [4.114, -0.458, -3.163], [2.921, -1.505, -2.586], [1.567, 1.164, 0.902], [0.512, 1.652, -0.229], [2.097, 2.166, -0.299]], "atomic_forces_ev_per_a": [[0.262, 0.034, -0.056], [-0.220, -0.089, -0.092], [-0.048, -0.002, 0.073], [-0.102, -0.056, -0.226], [0.001, -0.042, 0.070], [-0.173, -0.007, 0.064], [-0.054, 0.032, -0.015], [0.065, 0.008, -0.029], [0.112, 0.036, 0.085], [0.021, -0.059, 0.011], [0.102, 0.093, -0.015], [0.005, 0.079, 0.111], [0.143, -0.069, -0.073], [-0.040, -0.155, -0.268], [0.108, 0.110, 0.445], [0.330, -0.181, -0.142], [-0.139, 0.097, 0.115], [-0.036, 0.033, 0.086], [-0.042, -0.030, -0.163], [0.003, 0.013, -0.124], [-0.112, -0.006, 0.039], [-0.044, 0.053, 0.062], [-0.141, 0.108, 0.043]], "mulliken_charge": [-1.3483, -0.0364, -0.5941, -0.3350, 0.3595, 0.3548, 0.3476, 0.3906, -0.0521, 0.3882, 0.3964, 0.1652, -0.2572, -0.1828, -0.4318, -0.2337, 0.2922, 0.2305, 0.2585, 0.2400, 0.3779, 0.3411, 0.3289]}

***

Entry 4:
{"formula": "C5H15N2S", "method": "ωB97M-V/def2-TZVPD", "e_above_lowest_ev": 3.568, "smiles": "C[NH2+]CCNCCS", "multiplicity": 1, "e_tot_ha": -706.8455, "orbital_gap_ev": 9.10, "charge": 1, "species": ["C", "N", "C", "C", "S", "C", "N", "C", "H", "H", "H", "H", "H", "H", "H", "H", "H", "H", "H", "H", "H", "H", "H"], "positions_angstrom": [[1.166, -1.024, -0.801], [0.314, -0.077, -1.534], [-1.065, -0.529, -1.772], [-2.042, 0.227, -0.839], [-2.289, -0.656, 0.824], [2.165, -0.024, 0.118], [1.580, 0.521, 1.389], [2.100, 2.017, 1.477], [0.799, -1.938, -0.292], [1.931, -1.308, -1.520], [0.782, 0.591, -2.041], [-1.374, -0.350, -2.845], [-1.024, -1.665, -1.664], [-1.781, 1.205, -0.452], [-3.082, 0.312, -1.377], [-1.349, -1.549, 0.790], [3.051, -0.346, 0.441], [2.524, 0.667, -0.651], [0.499, 0.532, 1.491], [1.633, -0.030, 2.301], [1.743, 2.669, 0.629], [1.853, 2.554, 2.330], [3.219, 2.031, 1.591]], "atomic_forces_ev_per_a": [[3.163, 2.803, 0.097], [-2.159, -3.482, 3.172], [0.655, 0.472, -0.869], [-2.325, -1.541, -0.173], [-0.986, 1.294, -0.313], [-4.033, -1.580, -1.677], [-2.600, 2.792, 1.257], [1.236, -0.601, -1.026], [-0.442, 1.056, -0.350], [0.188, -0.948, 0.083], [0.835, 1.408, -1.687], [0.393, -0.068, 1.089], [-0.710, 1.578, 0.092], [0.542, 0.183, -0.931], [1.801, -0.298, 1.340], [0.920, -0.885, -0.426], [3.407, -2.520, 1.147], [-0.973, 1.043, 0.705], [1.429, 0.411, -1.656], [1.606, 0.577, -1.561], [0.388, -1.454, 0.527], [-1.354, 0.298, 2.010], [-0.980, -0.536, -0.849]], "mulliken_charge": [-0.6154, -0.0543, -0.7646, -0.4538, -0.2110, -1.0933, -0.1754, -0.8569, 0.3899, 0.3374, 0.1729, 0.3713, 0.3634, 0.3135, 0.3187, 0.0773, 0.6253, 0.4365, 0.2892, 0.4372, 0.3261, 0.4028, 0.3634]}

***

| no. | LUMO energy (eV) | HOMO (eV) |
| --- | --- | --- |
| 1 | -7.659 | -13.33 |
| 2 | -7.719 | -13.46 |
| 3 | -3.102 | -12.78 |
| 4 | -3.249 | -12.35 |